The following is a DFT calculation (ωB97M-V with the def2-TZVPD basis set) of a cluster of 12 separate species, C34H66Br6O27 in total in a non-equilibrium geometry.

Each line ends with the Mulliken charge.
Geometry (Å):
C  -21.65  27.84  -25.96  -1.35
C  -21.79  29.19  -25.23  0.35
C  -22.40  29.04  -23.83  -0.52
O  -21.47  29.72  -23.04  -0.32
C  -20.47  30.21  -23.81  0.26
O  -19.60  30.93  -23.40  -0.12
O  -20.52  29.79  -25.01  -0.28
H  -22.58  27.40  -26.32  0.38
H  -21.04  27.18  -25.34  0.30
H  -21.08  27.87  -26.89  0.34
H  -22.48  29.88  -25.70  0.29
H  -22.42  27.99  -23.53  0.30
H  -23.47  29.27  -23.75  0.36
Br  -13.43  29.13  -23.46  0.37
C  -15.40  29.03  -23.84  -0.09
C  -16.07  27.89  -22.89  -0.58
Br  -17.87  27.40  -23.51  -0.03
H  -15.42  28.79  -24.90  0.53
H  -15.88  29.98  -23.60  -0.04
H  -16.15  28.30  -21.88  0.28
H  -15.55  26.93  -22.91  0.49
Br  -15.22  37.63  -14.58  -0.17
C  -14.21  38.50  -16.10  -0.49
C  -13.81  37.34  -17.03  -0.78
Br  -12.91  37.86  -18.79  -0.17
H  -13.33  39.06  -15.80  0.43
H  -14.96  39.13  -16.58  0.29
H  -14.67  36.69  -17.19  0.36
H  -13.12  36.67  -16.52  0.56
Br  -15.74  33.31  -30.30  -0.17
C  -15.56  33.17  -28.25  -0.77
C  -16.85  32.70  -27.63  -0.65
Br  -16.55  32.61  -25.65  0.01
H  -15.17  34.10  -27.83  0.47
H  -14.77  32.46  -28.03  0.32
H  -16.99  31.68  -28.00  0.41
H  -17.70  33.25  -28.02  0.47
C  -11.14  31.92  -19.99  -0.52
O  -10.73  33.28  -19.77  -0.29
C  -10.55  34.15  -20.79  0.88
O  -10.67  33.89  -22.00  -0.63
O  -10.34  35.28  -20.21  -0.24
C  -10.29  36.47  -20.94  -0.69
H  -11.65  31.82  -20.95  0.12
H  -11.94  31.65  -19.29  0.26
H  -10.43  31.14  -19.74  0.33
H  -11.21  36.66  -21.50  0.26
H  -9.44  36.51  -21.63  0.32
H  -10.13  37.20  -20.15  0.24
C  -19.28  26.17  -17.27  -0.65
O  -19.43  27.08  -18.44  -0.31
C  -18.56  28.15  -18.59  0.61
O  -17.68  28.42  -17.75  -0.58
O  -18.87  28.81  -19.64  -0.14
C  -17.99  29.75  -20.19  -0.73
H  -19.51  26.63  -16.31  0.29
H  -18.31  25.67  -17.17  0.30
H  -19.95  25.33  -17.47  0.26
H  -17.92  30.64  -19.57  0.41
H  -18.27  30.07  -21.20  0.27
H  -16.98  29.36  -20.32  0.17
C  -14.47  34.37  -19.39  -0.24
O  -15.37  34.41  -20.50  -0.33
C  -15.95  33.35  -21.04  0.73
O  -15.63  32.19  -20.89  -0.62
O  -16.84  33.91  -21.85  -0.31
C  -17.88  33.10  -22.34  0.53
H  -13.47  34.62  -19.76  0.11
H  -14.36  33.38  -18.94  0.55
H  -14.69  35.10  -18.61  -0.31
H  -18.55  32.78  -21.54  0.28
H  -17.53  32.21  -22.87  -0.16
H  -18.39  33.53  -23.20  -0.22
C  -23.88  35.07  -22.85  -0.49
O  -23.07  34.76  -23.95  -0.36
C  -21.83  34.52  -23.85  0.83
O  -21.15  34.61  -22.84  -0.58
O  -21.38  34.22  -25.12  -0.40
C  -20.00  33.82  -25.22  -0.15
H  -24.83  34.53  -22.87  0.28
H  -24.31  36.08  -22.79  0.29
H  -23.40  34.80  -21.91  0.14
H  -19.84  33.78  -26.30  0.14
H  -19.84  32.81  -24.84  -0.04
H  -19.27  34.49  -24.76  0.37
C  -21.68  32.91  -19.96  -0.78
O  -22.41  34.09  -19.56  -0.23
C  -22.10  34.63  -18.45  0.78
O  -21.13  34.45  -17.66  -0.62
O  -23.03  35.58  -18.26  -0.34
C  -23.04  36.46  -17.09  -0.64
H  -22.14  32.43  -20.82  0.20
H  -21.82  32.19  -19.16  0.49
H  -20.66  33.21  -20.21  0.29
H  -22.03  36.82  -16.87  0.30
H  -23.43  35.85  -16.27  0.29
H  -23.71  37.30  -17.23  0.22
C  -15.26  37.33  -21.62  -0.42
O  -15.74  38.65  -21.46  -0.39
C  -16.10  39.06  -20.33  0.86
O  -16.03  38.49  -19.24  -0.57
O  -16.59  40.28  -20.49  -0.39
C  -16.83  41.19  -19.47  -0.61
H  -15.88  36.55  -21.18  0.36
H  -14.21  37.23  -21.34  0.04
H  -15.42  37.00  -22.64  0.37
H  -15.97  41.26  -18.79  0.27
H  -17.67  40.84  -18.87  0.29
H  -17.01  42.20  -19.85  0.22
C  -15.30  32.94  -14.16  -0.72
O  -14.36  33.75  -14.68  -0.23
C  -13.52  33.18  -15.52  0.77
O  -13.55  32.05  -15.94  -0.59
O  -12.65  34.16  -15.82  -0.28
C  -11.71  34.03  -16.83  -0.34
H  -15.76  33.53  -13.37  0.24
H  -14.94  32.03  -13.68  0.31
H  -16.02  32.58  -14.89  0.31
H  -10.97  33.23  -16.70  0.48
H  -11.17  34.97  -16.97  0.24
H  -12.14  33.81  -17.81  -0.14
C  -13.68  32.83  -23.57  -0.44
O  -13.08  32.31  -24.79  0.04
C  -12.68  33.15  -25.79  0.73
O  -12.89  34.36  -25.84  -0.54
O  -12.00  32.47  -26.70  -0.33
C  -11.43  33.24  -27.79  -0.61
H  -14.73  33.05  -23.80  -0.03
H  -13.10  33.67  -23.21  0.38
H  -13.63  32.07  -22.79  -0.07
H  -10.67  33.92  -27.41  0.30
H  -12.17  33.76  -28.40  0.26
H  -10.98  32.43  -28.36  0.26

* net charge: +1
* F_max: 6.4 eV/A
* spin multiplicity: 2
* electronic energy: -18810.2383 Eh
* Kohn-Sham gap (alpha / beta): 0.264 / 0.065 Eh
* ⟨S²⟩: 0.754
* E_LUMO (alpha / beta): -4.17 / -9.57 eV